Record 1
Below is an isolated molecule of C4H5NOS at a distorted geometry, with properties calculated with ωB97M-V/def2-TZVPD.

As for the frontier orbital gap: 7.75 eV. Its energy above the lowest of the compared OMol25 structures with the same formula, charge and spin is 33.8 kcal per mole. Its net charge is 0. As for the molar mass: 115.16 g/mol. As for the structure (SMILES): N/C=C\C(=O)C=S. The spin multiplicity is 1.

Atoms and positions in Å:
N  1.06948  -1.50552  0.01078
C  1.41274  -0.20744  -0.05410
C  0.63620  0.93313  -0.10051
C  -0.79491  1.16874  -0.04229
O  -1.24622  2.29289  -0.23952
C  -1.88830  0.17975  0.30034
S  -2.12766  -1.33610  -0.20465
H  0.13471  -1.84085  -0.20467
H  1.79843  -2.18941  -0.07370
H  2.48037  -0.03497  -0.05317
H  1.21534  1.84658  -0.18571
H  -2.69018  0.69320  0.84721

Löwdin charges in e:
1. N 0.0798
2. C -0.1719
3. C -0.0496
4. C -0.4858
5. O 0.0461
6. C -0.5353
7. S 0.7516
8. H -0.0126
9. H 0.0956
10. H 0.1158
11. H 0.1017
12. H 0.0646


Record 2
Below is C25H25AuCl2N8O3 as an isolated structure, with properties calculated with ωB97M-V/def2-TZVPD.

As for the frontier orbital gap (alpha / beta): 5.62 / 6.56 eV. Its energy above the lowest of the compared OMol25 structures with the same formula, charge and spin is 15.0 kcal per mole. Its net charge is +2. As for the expectation value of S²: 2.032. As for the molar mass: 753.40 g/mol. The spin multiplicity is 3.

Atoms and positions in Å:
Au  -1.75298  -0.52625  0.58497
N  1.50948  -1.68314  2.27580
C  2.34471  -1.99225  1.22080
C  3.50465  -2.89542  1.47705
C  4.83762  -2.49944  0.81178
C  5.07945  -3.21434  -0.51136
N  4.13878  -2.82046  -1.56808
C  4.38573  -1.95973  -2.54274
N  5.52787  -1.27259  -2.58758
N  3.46749  -1.75073  -3.49213
C  0.35560  -3.59275  -0.55371
O  0.95670  -3.34786  -1.52065
O  -0.28164  -3.87613  0.35941
H  0.57933  -1.33781  2.09949
H  1.58376  -2.23894  3.11254
H  2.24578  -1.40483  0.31939
H  3.27538  -3.93097  1.17764
H  3.65841  -2.95381  2.55823
H  5.66498  -2.76821  1.47014
H  4.88162  -1.41674  0.67015
H  4.96673  -4.29016  -0.37589
H  6.09544  -3.06343  -0.87549
H  3.21278  -3.22228  -1.53762
H  6.21639  -1.36325  -1.86217
H  5.77055  -0.72107  -3.39198
H  2.65134  -2.33691  -3.54731
H  3.66050  -1.15040  -4.27498
Cl  -4.27753  -4.65940  -0.46066
C  -4.98885  -3.39341  0.42020
C  -6.30494  -3.48114  0.82707
C  -6.88910  -2.45302  1.54765
Cl  -8.50971  -2.61359  2.03011
C  -6.15679  -1.26457  1.89242
C  -6.69599  -0.19922  2.62980
C  -5.90481  0.88696  2.91213
C  -4.58637  0.90172  2.44645
N  -4.06465  -0.08719  1.74523
C  -4.82225  -1.15472  1.47709
C  -4.17807  -2.24441  0.73001
O  -2.97391  -2.22018  0.37913
H  -6.88429  -4.36082  0.58486
H  -7.72141  -0.24082  2.96929
H  -6.28921  1.72036  3.48207
H  -3.93665  1.74576  2.64578
N  1.23761  8.38081  -4.08039
C  1.04186  7.49107  -3.38314
C  0.79132  6.37105  -2.51529
C  1.67594  6.08163  -1.48008
C  1.44192  4.99409  -0.65733
C  0.31577  4.21519  -0.86939
C  -0.58221  4.50386  -1.88592
C  -0.33799  5.58100  -2.71844
N  0.07294  3.09253  -0.01409
C  0.13734  3.08567  1.36183
C  -0.22648  1.84150  1.75682
N  -0.50091  1.08249  0.63576
C  -0.33053  1.87559  -0.41029
H  2.54846  6.70185  -1.33155
H  2.13753  4.74981  0.13414
H  -1.47534  3.90667  -2.01314
H  -1.02665  5.82360  -3.51516
H  0.43812  3.95056  1.92435
H  -0.27678  1.43065  2.74877
H  -0.43386  1.58794  -1.44177

Löwdin charges in e:
1. Au 0.8684
2. N 0.0560
3. C -0.2352
4. C -0.2044
5. C -0.1731
6. C -0.1537
7. N 0.1115
8. C -0.4230
9. N 0.2221
10. N 0.2116
11. C -0.4334
12. O 0.1591
13. O 0.2153
14. H 0.0307
15. H 0.0936
16. H 0.0868
17. H 0.1125
18. H 0.1157
19. H 0.1211
20. H 0.1153
21. H 0.1340
22. H 0.1180
23. H 0.1234
24. H 0.1182
25. H 0.1353
26. H 0.1224
27. H 0.1305
28. Cl 0.8230
29. C -0.5556
30. C -0.0971
31. C -0.5625
32. Cl 0.8395
33. C -0.1534
34. C 0.0106
35. C -0.0051
36. C -0.0910
37. N 0.0657
38. C -0.1535
39. C -0.3296
40. O -0.1586
41. H 0.1227
42. H 0.1068
43. H 0.1224
44. H 0.1175
45. N 0.1907
46. C -0.1648
47. C -0.2094
48. C 0.0020
49. C 0.0048
50. C -0.1892
51. C 0.0025
52. C 0.0014
53. N -0.0104
54. C -0.0153
55. C -0.1128
56. N -0.1427
57. C -0.1376
58. H 0.1321
59. H 0.1242
60. H 0.1226
61. H 0.1319
62. H 0.1372
63. H 0.1116
64. H 0.1409


Record 3
Below is an isolated molecule of C4H7NO2, with properties calculated with ωB97M-V/def2-TZVPD.

As for the frontier orbital gap: 10.83 eV. Its energy above the lowest of the compared OMol25 structures with the same formula, charge and spin is 3.1 kcal per mole. Its net charge is 0. As for the molar mass: 101.10 g/mol. As for the structure (SMILES): C[C@H]1CNC(=O)O1. The spin multiplicity is 1.

Atoms and positions in Å:
C  1.24636  0.68143  -1.00196
C  -0.00552  0.79955  -0.15027
C  -1.02872  -0.33286  -0.42881
N  -0.82085  -1.19579  0.71168
C  0.01975  -0.61759  1.65029
O  0.41810  -1.10306  2.67411
O  0.37209  0.62684  1.21938
H  1.69834  -0.30286  -0.83500
H  1.98373  1.44407  -0.73426
H  1.00262  0.78070  -2.06420
H  -0.47139  1.78451  -0.25276
H  -0.77406  -0.84509  -1.36492
H  -2.06113  0.02996  -0.50178
H  -1.57933  -1.74980  1.07851

Löwdin charges in e:
1. C -0.0369
2. C -0.3277
3. C -0.1264
4. N 0.0888
5. C -0.5519
6. O 0.1130
7. O 0.0453
8. H 0.0954
9. H 0.0859
10. H 0.0852
11. H 0.1455
12. H 0.1164
13. H 0.1208
14. H 0.1464


Record 4
Below is C25H36NiO2P2Si as an isolated structure at a distorted geometry, with properties calculated with ωB97M-V/def2-TZVPD.

As for the frontier orbital gap (alpha / beta): 5.55 / 7.79 eV. Its net charge is 0. As for the expectation value of S²: 2.014. As for the molar mass: 517.29 g/mol. The spin multiplicity is 3.

Atoms and positions in Å:
Ni  0.12826  -0.37011  -0.16211
H  0.32797  0.02835  1.47733
H  -0.47126  -0.07656  1.35921
P  2.22536  0.21184  -0.25441
P  -1.71887  -1.40131  -0.39477
C  -3.00020  -0.78011  -1.53240
H  -3.79553  -1.52999  -1.65345
H  -3.40670  0.14918  -1.11891
H  -2.54818  -0.57238  -2.50914
C  -1.45390  -3.11001  -0.99660
H  -0.80950  -3.64087  -0.28658
H  -2.41230  -3.63846  -1.09324
H  -0.96177  -3.06740  -1.97691
C  -2.65513  -1.57595  1.16794
H  -3.02471  -0.58582  1.45859
H  -3.49647  -2.26735  1.02457
H  -1.98999  -1.96718  1.94676
C  3.53419  -0.89479  -0.91526
H  4.53770  -0.48434  -0.76960
H  3.45612  -1.86372  -0.41405
H  3.34947  -1.07436  -1.97915
C  2.59108  1.83243  -1.01752
H  2.04919  2.62160  -0.47687
H  3.67369  2.02281  -0.95253
H  2.27221  1.85193  -2.06663
C  2.77696  0.51767  1.45702
H  2.63379  -0.37988  2.06375
H  3.84114  0.78750  1.43098
H  2.19472  1.34001  1.88938
C  -0.73283  1.22876  -0.82595
O  -0.76148  2.11296  -1.59152
H  1.32398  -1.12720  -0.75273
O  -2.03731  1.47176  0.52961
Si  -2.48615  2.58466  1.59659
C  -1.60405  2.54038  3.23063
C  -0.89129  1.43195  3.70080
C  -0.20488  1.49978  4.92455
C  -0.31684  2.64144  5.73127
C  -1.09201  3.73123  5.29992
C  -1.70964  3.68336  4.03966
C  -2.01552  4.22419  0.83540
C  -0.74607  4.77060  1.06960
C  -0.31594  5.89721  0.35182
C  -1.16338  6.49449  -0.58278
C  -2.43336  5.95652  -0.81159
C  -2.86539  4.82977  -0.09619
C  -4.27666  2.23468  1.95460
C  -4.74957  1.92901  3.24034
C  -6.09723  1.60555  3.44185
C  -6.97670  1.57324  2.35695
C  -6.50383  1.84157  1.06989
C  -5.15596  2.15162  0.86952
H  -0.87447  0.50217  3.13471
H  0.41625  0.66078  5.25582
H  0.18864  2.69064  6.69990
H  -1.21028  4.62360  5.92606
H  -2.28137  4.54611  3.68381
H  -0.09758  4.33027  1.83368
H  0.67827  6.30099  0.54381
H  -0.84336  7.38892  -1.11686
H  -3.10424  6.41180  -1.53848
H  -3.86924  4.42726  -0.25202
H  -4.06565  1.93446  4.09714
H  -6.45036  1.35650  4.44510
H  -8.02446  1.30979  2.51174
H  -7.17704  1.78264  0.21332
H  -4.79086  2.32207  -0.15162

Löwdin charges in e:
1. Ni -0.0854
2. H 0.0829
3. H 0.0624
4. P 0.6800
5. P 0.7524
6. C -0.2348
7. H 0.0521
8. H 0.0336
9. H 0.0520
10. C -0.2736
11. H 0.0373
12. H 0.0396
13. H 0.0406
14. C -0.2409
15. H 0.0299
16. H 0.0496
17. H 0.0440
18. C -0.2665
19. H 0.0462
20. H 0.0404
21. H 0.0462
22. C -0.2449
23. H 0.0485
24. H 0.0446
25. H 0.0491
26. C -0.2630
27. H 0.0442
28. H 0.0468
29. H 0.0475
30. C -0.2544
31. O 0.0846
32. H -0.0501
33. O -0.3561
34. Si 0.4324
35. C -0.2536
36. C -0.0943
37. C -0.0890
38. C -0.0959
39. C -0.0795
40. C -0.1034
41. C -0.2247
42. C -0.0941
43. C -0.0894
44. C -0.0986
45. C -0.0853
46. C -0.0804
47. C -0.2166
48. C -0.0814
49. C -0.0901
50. C -0.0990
51. C -0.0906
52. C -0.1064
53. H 0.0607
54. H 0.0986
55. H 0.0984
56. H 0.1027
57. H 0.1125
58. H 0.1005
59. H 0.0971
60. H 0.0977
61. H 0.0979
62. H 0.0910
63. H 0.1000
64. H 0.1001
65. H 0.0990
66. H 0.0997
67. H 0.0991